No. 1
Computed, not measured: the ion C25H26FN2O2 with charge +1, with ωB97M-V/def2-TZVPD.

## Properties
Structure (SMILES): COc1cccc(C[NH2+]CCc2c[nH]c3ccccc23)c1OCc1ccc(F)cc1
Maximum force: 0.0162 hartree/bohr
LUMO energy: -0.0752 Eh
Relative energy (zero: lowest compared OMol25 entry of this formula, charge and spin): 3.9 kcal/mol
Total charge: +1
Kohn-Sham gap: 8.942 eV

Geometry (Å):
C  -0.589  0.747  -4.935
O  -0.450  0.365  -3.582
C  -0.936  1.183  -2.616
C  -1.703  2.317  -2.868
C  -2.230  3.068  -1.834
C  -2.007  2.700  -0.523
C  -1.214  1.597  -0.242
C  -0.924  1.200  1.183
N  -1.244  -0.233  1.391
C  -2.681  -0.575  1.316
C  -2.860  -2.045  1.706
C  -2.317  -2.288  3.079
C  -3.018  -2.282  4.253
N  -2.174  -2.475  5.304
C  -0.900  -2.622  4.838
C  0.290  -2.846  5.521
C  1.441  -2.970  4.775
C  1.414  -2.890  3.379
C  0.242  -2.664  2.695
C  -0.943  -2.508  3.426
C  -0.660  0.841  -1.280
O  0.093  -0.250  -0.885
C  1.188  -0.700  -1.686
C  2.052  0.411  -2.218
C  2.601  0.314  -3.490
C  3.380  1.333  -4.002
C  3.597  2.460  -3.226
F  4.336  3.464  -3.723
C  3.069  2.579  -1.954
C  2.301  1.544  -1.453
H  -0.083  -0.028  -5.508
H  -1.640  0.785  -5.234
H  -0.110  1.710  -5.127
H  -1.906  2.611  -3.884
H  -2.828  3.936  -2.059
H  -2.428  3.276  0.286
H  -1.506  1.811  1.875
H  0.139  1.337  1.403
H  -0.730  -0.722  0.631
H  -0.893  -0.595  2.295
H  -3.224  0.063  2.017
H  -3.042  -0.378  0.306
H  -2.349  -2.683  0.981
H  -3.921  -2.288  1.679
H  -4.073  -2.161  4.405
H  -2.452  -2.551  6.268
H  0.305  -2.931  6.596
H  2.381  -3.150  5.271
H  2.335  -3.021  2.831
H  0.238  -2.653  1.613
H  0.818  -1.318  -2.510
H  1.763  -1.334  -1.001
H  2.416  -0.568  -4.085
H  3.814  1.270  -4.987
H  3.264  3.466  -1.372
H  1.894  1.626  -0.456

Löwdin atomic charge list, values in e, 4 entries: number 1, C, carries -0.05; number 2, O, carries -0.09; number 3, C, carries -0.19; number 4, C, carries 0.01


No. 2
Computed, not measured: a structure of composition C5H15N2O in a non-equilibrium geometry, with ωB97M-V/def2-TZVPD.

## Properties
Maximum force: 0.1121 hartree/bohr
LUMO energy: -0.2837 Eh
Relative energy (zero: lowest compared OMol25 entry of this formula, charge and spin): 222.2 kcal/mol
Total charge: +1
Kohn-Sham gap: 4.950 eV

Geometry (Å):
C  -0.627  -0.358  0.239
C  -1.769  -0.378  -0.682
C  -1.804  -1.306  -2.044
C  -1.043  -0.861  -3.272
N  3.752  0.757  4.038
C  2.315  0.362  3.672
N  1.500  0.483  2.564
H  -0.617  0.429  0.978
H  -0.612  -1.315  0.799
H  0.335  -0.373  -0.400
H  -2.779  -0.068  -0.358
H  -1.442  1.074  -1.310
H  -1.000  -1.616  -3.978
H  -1.458  -2.239  -1.786
H  0.009  -0.536  -2.998
H  -1.445  0.020  -3.757
H  4.078  1.673  3.720
H  3.483  -0.062  3.231
H  1.868  -0.054  4.550
H  1.686  1.416  2.165
H  -2.866  -1.637  -2.369
H  -0.822  2.714  -1.281
O  -0.742  1.876  -1.722

Löwdin atomic charge list, values in e, 4 entries: number 1, C, carries -0.07; number 2, C, carries 0.08; number 3, C, carries -0.16; number 4, C, carries -0.09


No. 3
Computed, not measured: a structure of composition C6H13NO2 in a non-equilibrium geometry, with ωB97M-V/def2-TZVPD.

## Properties
Maximum force: 0.0772 hartree/bohr
LUMO energy: 0.0253 Eh
Relative energy (zero: lowest compared OMol25 entry of this formula, charge and spin): 75.9 kcal/mol
Total charge: 0
Kohn-Sham gap: 8.897 eV

Geometry (Å):
C  -1.733  0.582  0.109
C  -1.371  1.268  1.400
C  -0.094  -1.518  0.302
O  -1.473  1.063  -1.002
O  -2.862  -0.174  0.250
H  -0.252  0.249  -2.056
H  -3.252  -0.303  -0.627
H  -1.875  0.816  2.253
H  -1.622  2.334  1.319
H  -0.303  1.194  1.581
H  -0.451  -2.310  -0.357
H  0.727  -1.902  0.907
H  -0.859  -1.402  1.063
C  1.153  -0.638  -0.950
C  1.632  0.577  -0.277
C  2.682  0.605  0.537
N  0.535  -0.422  -2.161
H  0.245  -1.272  -2.628
H  1.894  -1.435  -1.000
H  1.057  1.473  -0.476
H  3.289  -0.272  0.706
H  2.932  1.486  1.107

Löwdin atomic charge list, values in e, 4 entries: number 1, C, carries -0.56; number 2, C, carries 0.01; number 3, C, carries -0.03; number 4, O, carries 0.02


No. 4
Computed, not measured: a structure of composition C19H22N5OSSc in a non-equilibrium geometry, with ωB97M-V/def2-TZVPD.

## Properties
Maximum force: 0.0240 hartree/bohr
LUMO energy: -0.2534 Eh
Relative energy (zero: lowest compared OMol25 entry of this formula, charge and spin): 2.5 kcal/mol
Total charge: +2
Kohn-Sham gap: 6.845 eV

Geometry (Å):
Sc  -0.784  0.218  -0.048
C  0.789  -3.476  1.831
C  -0.001  -2.287  1.426
N  0.361  -1.440  0.529
N  1.557  -1.607  -0.161
C  1.607  -0.757  -1.143
O  0.602  0.111  -1.368
C  2.755  -0.717  -2.047
C  3.881  -1.502  -1.801
C  4.948  -1.460  -2.678
C  4.893  -0.642  -3.802
C  3.774  0.141  -4.050
C  2.705  0.109  -3.170
C  -1.336  -1.989  2.024
C  -1.889  -2.772  3.014
C  -3.155  -2.451  3.498
C  -3.824  -1.364  2.970
C  -3.203  -0.623  1.978
N  -1.987  -0.918  1.512
H  1.671  -3.570  1.208
H  0.180  -4.379  1.750
H  1.095  -3.384  2.877
H  3.912  -2.140  -0.928
H  5.823  -2.069  -2.492
H  5.729  -0.618  -4.488
H  3.735  0.770  -4.929
H  1.829  0.715  -3.356
H  -1.349  -3.624  3.400
H  -3.608  -3.053  4.275
H  -4.812  -1.088  3.310
H  -3.702  0.231  1.536
C  -2.645  1.444  -3.053
S  -2.969  1.103  -1.310
C  -3.302  2.751  -0.656
H  -3.570  1.791  -3.506
H  -2.340  0.512  -3.523
H  -1.859  2.187  -3.159
H  -2.516  3.445  -0.947
H  -3.352  2.693  0.430
H  -4.263  3.086  -1.040
N  0.764  3.187  2.675
C  0.922  3.806  1.453
C  0.337  2.984  0.553
N  -0.172  1.869  1.216
C  0.115  2.036  2.499
H  1.088  3.539  3.564
H  1.429  4.749  1.342
H  0.271  3.097  -0.516
H  -0.132  1.357  3.299

Löwdin atomic charge list, values in e, 4 entries: number 1, Sc, carries 1.01; number 2, C, carries 0.02; number 3, C, carries -0.21; number 4, N, carries -0.05